# C33H49BrNP3Ru

C33H49BrNP3Ru as an isolated structure at a distorted geometry (ωB97M-V/def2-TZVPD, the Open Molecules 2025 dataset).

Geometry as XYZ:
```
88
Properties=species:S:1:pos:R:3:forces:R:3
C 0.478873 -0.635484 3.951890 -0.7 0.3 0.3
C 2.504801 -1.540151 5.645894 0.8 0.0 0.3
C 2.513356 -1.901722 4.286475 -0.8 -0.2 -2.3
C 1.617363 -0.123877 -1.855876 -1.0 0.1 -0.2
H 3.978964 -0.878980 1.439804 -0.1 0.3 -0.2
H 1.359656 -1.909386 2.424904 0.1 0.4 0.9
C 2.497780 4.588712 -3.812436 -0.5 -0.2 0.9
H -0.120508 -4.742540 -3.622554 -0.1 0.2 0.2
H -4.354030 -3.798317 -0.380685 0.2 0.2 -0.2
C -2.739938 -1.775566 -4.241431 0.1 -0.4 -0.3
C -3.125537 2.946754 1.261366 -0.3 -0.5 -0.9
P 1.187861 -0.555936 -0.074815 2.0 -0.6 0.2
C -2.668184 2.908480 -0.064000 1.2 1.1 0.7
H 0.470196 2.080194 2.449268 -0.3 -0.4 0.2
C 0.466194 -0.252904 5.314662 0.7 -0.2 1.1
H 3.288884 -1.915684 6.309746 -0.3 0.0 -0.1
H -4.457397 -2.186123 -1.073787 0.1 -0.3 -0.3
C -0.535947 2.089335 -0.977724 0.6 1.0 0.0
H 4.328098 5.338867 -1.134623 -0.3 0.0 -0.5
H 1.938844 0.559337 1.929330 0.2 0.0 -0.2
C -1.824193 1.823350 -0.350654 0.5 -0.6 -2.1
H 3.076254 1.478506 -1.506928 0.1 -0.4 -0.4
H 3.347086 -2.474171 3.851798 -0.5 0.1 0.5
H -2.128628 -0.850183 4.588771 -0.4 -0.6 0.2
H -3.316503 -1.151690 -4.936754 0.1 0.0 0.4
C -2.403980 0.516730 -0.020806 -1.9 0.6 0.3
C -0.434028 1.833042 3.029562 -0.4 0.5 0.5
P -0.851319 0.085595 2.857879 1.2 -0.5 1.9
H -2.245104 -1.899541 3.079539 0.4 0.3 0.5
H 0.643920 3.425066 -3.872158 0.4 0.2 0.3
H 2.307882 -2.392500 1.124954 0.0 0.1 -0.2
C -2.281894 -0.880341 3.511675 -0.3 0.3 0.8
H -1.726494 -0.109623 -3.311985 -0.1 -0.1 0.0
H 3.580581 -3.587491 -0.528520 -0.3 0.2 -0.1
C 3.500116 4.915278 -1.713706 -0.9 -0.4 0.0
P -1.366302 -1.781696 -1.677554 -0.6 -0.9 -0.6
N 3.462940 5.085703 -3.033012 0.6 0.1 -0.7
C -3.320916 1.706443 1.857547 -1.2 0.4 3.1
C 1.980193 -2.259820 0.090662 -0.4 0.0 0.3
H -2.685136 -0.187291 -0.838765 0.1 1.2 0.5
H -3.361237 -2.651623 -3.999733 0.3 0.4 -0.1
H 4.350650 0.127601 0.012431 -0.3 -0.1 0.4
H -3.911282 -0.343236 1.358961 -0.2 0.0 0.1
H 0.770803 0.500310 -2.161586 0.4 -0.1 -0.2
H 2.914811 -2.628552 -1.864673 0.2 0.0 0.3
C -3.869806 -3.116226 -1.096221 -0.6 -0.1 0.4
C -0.237395 -2.866097 -2.573113 0.7 -0.1 -0.2
H -3.950927 -3.613799 -2.076581 0.2 0.4 0.3
Br -3.808721 1.828906 3.842274 0.0 0.2 -2.3
H -1.257370 -4.784137 -2.263459 0.1 0.2 -0.5
C 2.360556 0.529472 0.913657 -0.4 0.1 0.2
C 1.445532 3.844134 -3.252290 0.3 -0.3 0.1
H -3.274420 -0.480581 3.276341 0.7 -0.1 0.4
H -0.225259 1.928607 4.095450 0.1 0.6 0.0
H 1.546997 -0.320548 7.189703 0.0 -0.3 -0.4
H 4.414225 0.818460 1.608566 -0.4 -0.1 0.0
C -0.885315 -4.159243 -3.091366 -0.2 -0.4 -0.2
C -2.363342 -0.953144 -3.005766 0.1 0.9 0.3
C -2.424943 -2.880693 -0.655643 0.3 0.1 0.0
C 1.444155 -1.525729 3.455260 1.6 -1.0 0.5
C 3.843271 0.114137 0.987067 0.3 0.0 0.0
H 3.818948 -0.083109 -2.014365 -0.5 0.3 0.0
H 0.177682 -2.268864 -3.398286 -0.1 -0.2 0.1
H -0.362733 0.384145 5.676992 0.8 -0.4 0.1
H -3.281066 3.868994 1.820422 -0.3 -0.1 -0.4
C 0.513520 2.696871 -1.305728 -3.1 -0.1 0.5
H 4.006322 -1.897344 -0.648476 -0.4 -0.2 -0.2
H 2.487115 4.048892 0.018474 0.2 0.0 -0.2
C 3.175997 -2.601235 -0.798688 0.3 0.1 -0.3
H 2.526174 4.744342 -4.903843 0.2 0.2 0.7
C 1.506410 -0.678267 6.153683 -2.0 1.4 0.0
Ru -1.130170 -0.754796 0.926303 1.7 -1.1 -4.8
H -3.259354 -0.480690 -2.578340 0.1 -0.3 0.0
H -1.846893 -2.083212 -4.803244 -0.3 0.0 0.2
H 1.159271 -2.975700 -0.041796 0.2 -0.1 0.0
C -3.282910 0.505968 1.152331 1.6 0.2 -1.4
H 1.552875 -1.026250 -2.469808 0.1 0.0 0.4
H 2.981557 0.900124 -3.195107 -0.2 0.0 0.4
C 2.950611 0.585501 -2.140564 0.3 0.0 0.2
H -1.231305 2.527650 2.747180 0.3 -0.3 0.2
H -1.880838 -3.829035 -0.601334 0.0 0.2 0.2
H 0.598788 -3.103396 -1.902927 -0.2 0.0 -0.3
H 2.257265 1.551215 0.520058 0.0 -0.2 0.1
C 2.501279 4.184146 -1.061320 -0.1 -0.5 -0.4
H -2.379312 -2.435399 0.378442 -0.5 -0.5 0.0
C 1.503280 3.586948 -1.862601 0.1 0.0 -0.1
H -1.685391 -3.982142 -3.827188 0.3 -0.1 0.5
H -2.649108 3.740351 -0.753502 0.2 0.6 0.4
```
Forces are in eV/Å.

Output
E_HOMO (spin up / spin down): -18.14 / -18.13 eV
LUMO (spin up / spin down): -12.4 / -15.6 eV
Total charge: +4
Kohn-Sham gap (spin up / spin down): 5.70 / 2.57 eV
Spin multiplicity: 5

Atom-resolved charges from Löwdin, all expressed in e:
1. C -0.258
2. C 0.109
3. C 0.046
4. C -0.369
5. H 0.071
6. H 0.068
7. C -0.070
8. H 0.111
9. H 0.105
10. C -0.099
11. C -0.044
12. P 0.964
13. C 0.076
14. H 0.071
15. C -0.018
16. H 0.166
17. H 0.087
18. C 0.060
19. H 0.134
20. H 0.029
21. C -0.177
22. H 0.060
23. H 0.151
24. H 0.060
25. H 0.110
26. C -0.310
27. C -0.175
28. P 0.787
29. H 0.075
30. H 0.128
31. H 0.043
32. C -0.253
33. H 0.095
34. H 0.108
35. C -0.083
36. P 1.007
37. N 0.107
38. C -0.533
39. C -0.395
40. H 0.048
41. H 0.078
42. H 0.068
43. H 0.127
44. H 0.029
45. H 0.081
46. C -0.084
47. C -0.376
48. H 0.093
49. Br 0.869
50. H 0.084
51. C -0.362
52. C 0.014
53. H -0.029
54. H 0.062
55. H 0.158
56. H 0.102
57. C -0.085
58. C -0.342
59. C -0.384
60. C -0.037
61. C -0.100
62. H 0.080
63. H 0.100
64. H 0.141
65. H 0.148
66. C 0.082
67. H 0.066
68. H 0.112
69. C -0.103
70. H 0.139
71. C 0.066
72. Ru 0.730
73. H 0.089
74. H 0.089
75. H 0.057
76. C -0.158
77. H 0.051
78. H 0.108
79. C -0.092
80. H 0.031
81. H 0.090
82. H 0.054
83. H 0.058
84. C -0.012
85. H 0.033
86. C -0.245
87. H 0.071
88. H 0.158